The following is a DFT calculation (ωB97M-V/def2-TZVPD) of an isolated molecule of C9H9NOS.

* spin multiplicity: 1
* LUMO level: -0.041 Eh
* Kohn-Sham gap: 6.93 eV
* ΔE to the lowest compared entry with this formula, charge and spin: 695.1 kJ/mol

Element x y z (Å)
C -0.5214 1.6281 0.3470
C 0.7733 2.3819 0.2548
C -0.2798 0.1628 0.6044
C 1.9539 1.7982 0.5039
C 1.0136 -0.3861 0.5335
C 2.1273 0.4103 0.8025
C 1.1545 -1.8579 0.5194
C 0.2219 -2.8149 0.4132
C -1.0697 2.0081 -1.0687
N -0.5627 1.5585 -2.0987
O -1.6122 -4.6413 -0.1231
S -1.5611 -2.9363 0.0424
H -1.1651 1.9177 1.1088
H 0.6951 3.3676 0.0461
H -1.2355 -0.2620 0.8331
H 2.9647 2.4400 0.4956
H 2.1835 -2.3183 0.5350
H 0.5784 -3.9024 0.3299
H -1.9758 2.7174 -1.1456
H -2.0061 -4.6656 -0.9796
H 0.0479 0.7654 -2.1259

Forces on atoms 1 to 2 (eV/Å):
C 2.37 -0.93 -1.35
C -0.13 -2.37 1.70

---

The following is a DFT calculation (ωB97M-V/def2-TZVPD) of an isolated molecule of C4H10N2O3S.

* spin multiplicity: 1
* LUMO level: -0.002 Eh
* Kohn-Sham gap: 8.64 eV
* ΔE to the lowest compared entry with this formula, charge and spin: 560.3 kJ/mol

Element x y z (Å)
C -0.4501 1.0791 -0.4720
C -1.9349 -0.9429 -0.0671
C 3.0875 0.6798 -0.2751
C -1.4324 0.3780 0.4412
N 1.8416 -1.5672 -0.4086
N -2.6524 1.2004 0.6430
O -3.2357 -1.2159 0.0018
O -1.1673 -1.8118 -0.4691
O 1.3948 -0.2083 1.6209
S 1.3821 -0.0367 0.1529
H -0.2104 0.5676 -1.3656
H 3.0625 0.8771 -1.3902
H 3.3256 1.5433 0.1443
H 3.9208 -0.0194 -0.0108
H -0.7858 0.2565 1.3217
H 1.6654 -1.5700 -1.3373
H 1.3480 -2.4126 -0.0953
H -3.7712 -0.4807 0.3763
H -2.5964 1.7801 -0.2271
H -2.7916 1.9038 1.4161

Forces on atoms 1 to 2 (eV/Å):
C 1.78 0.04 1.20
C 0.76 -2.24 0.13

---

The following is a DFT calculation (ωB97M-V/def2-TZVPD) of the ion C7H7O2S with charge -1.

* spin multiplicity: 1
* LUMO level: 0.131 Eh
* charge: -1
* Kohn-Sham gap: 6.00 eV
* ΔE to the lowest compared entry with this formula, charge and spin: 344.0 kJ/mol

Element x y z (Å)
C -1.7975 0.0769 0.0532
C -1.3370 1.2875 -0.0095
C 1.2421 0.0041 -0.8887
C -1.1258 -1.2766 0.1446
C 2.4871 0.4097 -0.7198
C -3.3024 -0.1495 0.0118
C 3.3665 0.1722 0.4268
O -0.9727 2.4304 0.0084
O -1.7686 -2.2920 0.3074
S 0.6744 -1.3169 0.1442
H 2.7089 1.0534 -1.5903
H -3.4770 -0.7651 0.8326
H -3.4404 -0.8068 -0.9715
H -3.9543 0.7681 -0.0693
H 3.7360 1.0912 0.7313
H 4.1121 -0.5966 0.1129
H 2.8487 -0.0900 1.4760

Forces on atoms 1 to 2 (eV/Å):
C -1.23 -1.56 -0.10
C 2.52 3.46 -0.04

---

The following is a DFT calculation (ωB97M-V/def2-TZVPD) of a cluster of 2 separate species, CHN2 in total.

* spin multiplicity: 1
* LUMO level (alpha / beta): -0.440 / -0.262 Eh
* charge: +1
* Kohn-Sham gap (alpha / beta): 5.69 / 11.77 eV
* ΔE to the lowest compared entry with this formula, charge and spin: 548.6 kJ/mol

Element x y z (Å)
C 1.8976 -1.1951 0.6971
N 2.2903 -2.4326 0.2939
N 2.8802 -1.9269 1.2664
H -0.5295 0.4156 -0.1678

Forces on atoms 1 to 2 (eV/Å):
C 0.32 -1.44 -0.36
N -2.14 -0.26 -2.51

---

The following is a DFT calculation (ωB97M-V/def2-TZVPD) of an isolated molecule of C4H4N4.

* spin multiplicity: 1
* LUMO level: -0.015 Eh
* Kohn-Sham gap: 8.34 eV
* ΔE to the lowest compared entry with this formula, charge and spin: 291.1 kJ/mol

Element x y z (Å)
C 0.6178 -0.3917 -0.0228
C 1.4686 0.7693 0.1330
C -0.7745 -0.3849 -0.0541
C -1.5297 0.7497 0.0775
H 0.8628 -2.1701 -0.6769
H 2.4182 -1.1351 -0.0184
H -0.8813 -2.1456 0.9467
H -2.2496 -1.7463 -0.3279
N 1.3708 -1.4998 0.0869
N 2.0987 1.7634 -0.1013
N -1.1800 -1.6709 -0.0871
N -2.1244 1.7991 -0.0022

Forces on atoms 1 to 2 (eV/Å):
C -0.97 3.48 1.41
C 1.35 5.26 -1.95

---

The following is a DFT calculation (ωB97M-V/def2-TZVPD) of an isolated molecule of C7H12O.

* spin multiplicity: 1
* LUMO level: 0.034 Eh
* Kohn-Sham gap: 10.35 eV
* ΔE to the lowest compared entry with this formula, charge and spin: 67.0 kJ/mol

Element x y z (Å)
O -1.0921 -3.8926 -0.7599
C -0.9361 -3.1492 0.1717
C 0.2367 -2.2034 0.2857
C -0.2296 -0.8015 -0.1154
C 0.8244 0.2790 0.1522
C 1.2386 2.4707 -0.8599
C 0.4080 1.7022 -0.1640
C -0.9286 2.1774 0.3500
H -1.7020 -3.1230 0.9683
H 0.9845 -2.5750 -0.4113
H 0.6459 -2.2319 1.2958
H -1.1818 -0.5703 0.3848
H -0.4782 -0.7981 -1.1846
H 1.6786 0.0141 -0.4705
H 1.1854 0.2036 1.1869
H 0.9458 3.4842 -1.1112
H 2.2250 2.1287 -1.1347
H -1.4448 1.3770 0.8802
H -0.7902 3.0318 1.0095
H -1.5895 2.4761 -0.4739

Forces on atoms 1 to 2 (eV/Å):
O -0.01 -0.08 -0.09
C 0.16 -0.05 -0.07